1.
Here is a cluster of 2 separate species, C2H8N4O in total from the OMol25 dataset. Energies are from the ωB97M-V functional and the def2-TZVPD basis.

Net charge: +2
E (Ha): -374.42109
Kohn-Sham gap (spin up / spin down) (eV): 8.8 / 8.8
Strongest force on any atom (eV Å⁻¹): 2.536
LUMO energy (spin up / spin down) (eV): -9.69 / -9.69

Geometry (Å):
N1 -3.291 0.751 0.371
H1 -4.297 0.654 0.376
C1 2.082 0.391 -0.301
H2 3.181 -1.273 0.024
H3 -1.490 -0.769 -1.471
C2 -2.609 -0.200 -0.019
N2 2.320 -0.865 0.525
H4 -2.743 1.515 0.766
N3 -1.528 -0.754 -0.433
O1 -0.558 -1.237 0.219
H5 1.363 -1.264 0.702
H6 2.666 -0.480 1.439
H7 0.879 1.871 -0.979
H8 3.050 0.754 -0.659
N4 0.975 0.908 -0.562

***

2.
Here is a cluster of 2 separate species, C5H12NO2 in total from the OMol25 dataset. Energies are from the ωB97M-V functional and the def2-TZVPD basis.

Net charge: +1
E (Ha): -402.70963
Kohn-Sham gap (eV): 11.4
Strongest force on any atom (eV Å⁻¹): 1.531
LUMO energy (eV): -3.22

Geometry (Å):
H1 -2.013 0.968 0.098
H2 2.772 2.751 0.872
H3 -0.250 -2.414 -1.861
C1 -1.248 -0.852 1.035
H4 -2.040 -1.342 0.490
N1 -0.014 0.662 -0.414
O1 1.988 2.493 0.377
H5 1.502 -0.640 -0.949
C2 -1.143 0.609 0.635
H6 -0.280 1.003 -1.340
C3 0.488 -0.744 -0.569
H7 0.780 -1.358 1.559
H8 1.832 3.223 -0.231
H9 0.092 -2.534 0.516
C4 -0.259 -1.311 -1.782
C5 0.123 -1.460 0.694
H10 -1.491 -0.927 2.068
H11 0.771 1.202 -0.030
H12 -0.842 1.271 1.424
O2 -0.770 -0.600 -2.594

***

3.
Here is an isolated molecule of C3H8N2O from the OMol25 dataset. Energies are from the ωB97M-V functional and the def2-TZVPD basis.

Structure (SMILES): CO/C(C)=N/N
E (Ha): -303.80764
Kohn-Sham gap (eV): 9.3
Strongest force on any atom (eV Å⁻¹): 2.877
LUMO energy (eV): 1.06

Geometry (Å):
H1 0.376 1.302 2.531
N1 0.415 0.402 0.825
N2 -0.149 1.323 1.629
H2 2.001 -1.943 -1.589
C1 -1.590 0.448 -0.613
H3 -1.144 1.122 1.859
H4 -2.329 0.078 0.113
C2 -0.184 0.048 -0.240
H5 -1.679 1.569 -0.628
O1 0.415 -0.782 -1.118
H6 1.615 -1.879 0.187
C3 1.690 -1.277 -0.735
H7 2.395 -0.416 -0.604
H8 -1.831 0.004 -1.618

***

4.
Here is a structure of composition C45H36Br4NO5P3V from the OMol25 dataset. Energies are from the ωB97M-V functional and the def2-TZVPD basis.

Net charge: -1
Expectation value of S²: 2.01
E (Ha): -14431.76075
Kohn-Sham gap (spin up / spin down) (eV): 6.7 / 6.8
Strongest force on any atom (eV Å⁻¹): 0.893
Spin multiplicity: 3
LUMO energy (spin up / spin down) (eV): 2.19 / 2.19

Geometry (Å):
H1 7.005 -1.288 0.247
H2 -0.239 -7.096 -3.253
H3 -2.057 -3.990 1.349
H4 4.859 -1.330 -0.979
C1 3.742 -0.430 0.616
C2 -1.595 -4.230 3.433
C3 3.046 -0.120 -4.689
H5 3.231 1.628 -1.799
H6 1.094 -5.344 0.414
C4 -0.180 -6.241 -2.589
H7 1.916 -2.398 -2.453
C5 -4.632 1.361 1.318
C6 1.610 5.847 -1.219
C7 2.552 -1.316 -4.192
C8 0.771 -2.903 2.858
H8 3.649 6.214 -0.650
Br1 -4.159 1.922 5.425
C9 0.681 3.720 -0.547
H9 3.220 -0.002 -5.751
O1 -2.102 0.721 -3.725
C10 -0.678 -3.976 4.446
O2 -1.412 -0.234 1.519
C11 0.574 -5.256 -0.534
C12 3.053 0.789 -2.464
H10 1.493 6.803 -1.715
H11 3.896 4.041 0.509
C13 3.811 0.100 1.904
H12 2.912 0.500 2.362
H13 2.437 -2.695 0.542
C14 -4.141 5.013 1.145
H14 -1.322 -4.960 -3.880
C15 -2.722 0.770 3.243
H15 0.974 -7.282 -1.107
C16 -1.412 0.843 -2.737
O3 -3.072 0.583 -0.327
C17 2.564 -0.415 -1.956
H16 -1.184 3.622 2.017
Br2 -6.486 2.545 3.135
C18 1.891 3.409 0.066
C19 -3.420 0.809 0.912
C20 3.300 0.935 -3.820
C21 2.821 5.517 -0.620
H17 1.676 -2.343 2.655
H18 -4.547 -3.065 -0.781
Br3 -1.371 0.292 4.478
P1 -0.660 2.459 -0.484
H19 -1.497 2.982 -2.782
C22 -2.016 3.922 1.388
C23 -2.046 3.523 0.048
H20 -2.530 -4.727 3.658
H21 1.987 2.460 0.581
H22 5.056 0.539 3.594
V1 -1.568 -0.773 -0.334
H23 3.677 1.876 -4.200
C24 0.502 -6.348 -1.384
H24 7.105 -0.354 2.533
Br4 -5.929 1.610 -0.036
C25 -3.147 3.864 -0.726
C26 6.108 -0.902 0.714
H25 -4.511 -1.288 -0.923
H26 -4.966 5.568 1.574
C27 -2.485 0.429 1.923
C28 -0.899 2.210 -2.299
H27 -3.826 -2.290 -2.209
O4 -0.946 -0.169 -2.034
C29 4.903 -0.929 0.026
H28 -5.047 4.851 -0.790
C30 -0.719 -3.950 -2.090
C31 0.549 4.957 -1.178
H29 -0.896 -4.281 5.462
C32 2.312 -1.464 -2.831
C33 -0.036 -4.052 -0.881
C34 -0.134 -3.171 1.839
O5 -2.706 -2.223 -0.472
C35 -3.051 4.661 1.934
C36 0.502 -3.310 4.159
H30 1.208 -3.088 4.949
H31 0.112 2.280 -2.717
H32 2.335 -2.136 -4.864
C37 -3.902 1.429 3.617
C38 5.015 0.124 2.595
H33 -3.023 4.937 2.981
C39 -4.184 4.613 -0.180
H34 -0.399 5.223 -1.632
C40 -0.788 -5.046 -2.942
N1 1.744 -2.144 0.052
P2 0.110 -2.561 0.147
C41 -3.956 -2.208 -1.123
C42 6.163 -0.377 1.999
C43 -1.328 -3.829 2.135
C44 2.959 4.299 0.028
H35 -3.233 3.511 -1.746
C45 -4.863 1.699 2.658
H36 -1.197 -3.016 -2.355
P3 2.096 -0.464 -0.186

***

5.
Here is an isolated molecule of C3H5OP from the OMol25 dataset. Energies are from the ωB97M-V functional and the def2-TZVPD basis.

Structure (SMILES): O=PC1CC1
E (Ha): -533.83652
Kohn-Sham gap (eV): 9.1
Strongest force on any atom (eV Å⁻¹): 2.929
LUMO energy (eV): -0.27

Geometry (Å):
H1 0.828 0.526 -1.366
P1 -1.452 -1.294 -1.766
C1 -1.099 -0.145 -0.339
H2 0.671 -1.673 -0.245
C2 0.263 0.531 -0.488
H3 -1.729 0.581 0.149
H4 0.532 -0.615 1.455
H5 0.326 1.435 0.007
C3 0.246 -0.749 0.311
O1 -2.852 -1.671 -1.757

***

6.
Here is a cluster of 2 separate species, C3H9NO4 in total from the OMol25 dataset. Energies are from the ωB97M-V functional and the def2-TZVPD basis.

Structure (SMILES): COC(=O)OC.NO
E (Ha): -475.34805
Kohn-Sham gap (eV): 10.3
Strongest force on any atom (eV Å⁻¹): 2.351
LUMO energy (eV): 0.79

Geometry (Å):
O1 -1.754 1.344 -0.251
H1 0.688 -1.798 -0.097
O2 0.201 0.312 -0.119
H2 2.410 0.507 -2.639
C1 0.992 -0.902 0.425
H3 2.051 -0.670 0.323
N1 2.747 1.640 -1.140
C2 -2.981 -0.715 0.992
C3 -1.110 0.369 0.017
H4 -3.430 -1.617 0.570
O3 2.499 0.333 -1.685
H5 -3.521 0.152 0.593
H6 1.831 2.001 -0.859
O4 -1.603 -0.723 0.643
H7 3.311 1.482 -0.330
H8 -3.070 -0.713 2.086
H9 0.738 -1.001 1.472

***

7.
Here is a cluster of 2 separate species, C5H14NS2 in total from the OMol25 dataset. Energies are from the ωB97M-V functional and the def2-TZVPD basis.

Expectation value of S²: 0.75
E (Ha): -1049.87053
Kohn-Sham gap (spin up / spin down) (eV): 3.7 / 9.6
Strongest force on any atom (eV Å⁻¹): 2.691
Spin multiplicity: 2
LUMO energy (spin up / spin down) (eV): 0.59 / 0.59

Geometry (Å):
H1 0.767 3.751 -0.967
H2 0.925 1.960 -2.560
H3 0.746 -0.331 -2.912
H4 0.480 0.186 3.628
C1 0.053 -3.577 0.276
C2 -0.316 1.953 -0.761
H5 -0.092 -0.506 -1.489
H6 0.284 3.340 0.731
H7 -0.001 -1.567 3.501
S1 -0.454 -1.850 0.232
H8 -0.110 -3.914 1.284
H9 -0.881 -0.053 -2.771
H10 -0.984 1.338 -0.131
C3 -0.083 3.377 -0.340
H11 -0.604 -4.117 -0.423
N1 0.024 0.032 -2.304
H12 -1.090 -0.395 2.819
H13 1.122 -3.655 0.117
H14 -0.959 4.085 -0.494
C4 -0.016 -0.605 3.013
C5 0.275 1.424 -1.879
S2 0.910 -0.876 1.431

***

8.
Here is a structure of composition C39H47Ge2NiO4P from the OMol25 dataset. Energies are from the ωB97M-V functional and the def2-TZVPD basis.

Expectation value of S²: 2.03
E (Ha): -7818.69110
Kohn-Sham gap (spin up / spin down) (eV): 6.3 / 7.4
Strongest force on any atom (eV Å⁻¹): 2.828
Spin multiplicity: 3
LUMO energy (spin up / spin down) (eV): -0.09 / -0.27

Geometry (Å):
H1 -2.091 3.964 -2.556
C1 0.710 -3.477 -0.065
C2 2.524 -5.123 -0.432
C3 -0.471 1.054 -3.165
H2 -3.525 -0.814 3.131
C4 2.980 -6.423 -0.545
H3 0.078 -8.057 -0.004
H4 1.963 3.624 3.550
H5 2.161 -2.827 -2.831
H6 -3.722 1.784 -2.014
H7 -0.719 -5.759 0.250
O1 0.725 1.497 2.142
C5 2.900 -2.398 1.938
C6 2.104 -7.486 -0.403
C7 1.185 -4.851 -0.160
C8 2.037 1.631 2.700
H8 -2.226 2.842 1.850
C9 -1.496 3.257 -4.487
C10 -1.613 3.170 -3.113
H9 3.541 3.146 2.904
C11 -1.107 2.059 -2.446
H10 2.256 -2.980 3.920
H11 -0.070 0.203 -2.623
H12 0.184 0.387 -5.088
H13 2.454 -8.504 -0.508
C12 -0.344 1.152 -4.538
H14 -3.348 -2.175 2.013
H15 2.230 3.593 1.799
C13 1.165 3.290 -0.711
C14 -3.220 -1.100 2.122
C15 -5.186 2.324 -0.554
H16 -6.016 2.154 -1.225
H17 -1.137 -1.115 2.653
H18 3.211 -4.298 -0.564
H19 -1.883 4.118 -5.010
C16 1.525 1.957 -0.998
H20 -1.705 0.395 1.952
H21 3.586 -3.230 1.780
H22 1.080 -2.008 3.031
H23 1.315 -3.702 2.607
C17 -2.815 2.312 -0.139
Ni1 0.550 0.651 0.127
C18 2.468 3.098 2.739
H24 -2.551 -0.076 -1.659
C19 -4.351 2.938 1.609
P1 -1.096 1.985 -0.622
H25 3.115 4.189 -0.892
H26 -1.629 4.915 0.415
H27 -3.405 -2.901 -0.860
C20 -3.894 2.105 -0.996
H28 3.310 -1.734 -3.611
C21 2.097 1.027 4.104
H29 3.478 -1.554 2.301
C22 -0.187 3.515 -0.307
H30 -0.756 2.332 -6.271
H31 2.385 6.358 0.025
H32 1.686 0.021 4.110
H33 -6.430 2.919 1.084
C23 2.594 -1.828 -2.796
H34 -4.260 -1.402 -0.515
C24 1.825 -2.798 2.936
C25 3.280 -1.586 -1.466
H35 1.544 1.647 4.808
C26 -2.316 -1.116 -1.434
C27 0.319 -5.936 0.012
C28 0.340 5.770 0.278
O2 4.165 0.711 2.062
H36 4.108 -2.280 -1.333
H37 -3.877 -0.595 1.418
C29 0.771 -7.234 -0.121
C30 -3.605 -1.897 -1.228
H38 1.805 -1.097 -2.952
Ge1 2.055 -1.894 0.147
C31 -5.419 2.746 0.745
C32 2.091 4.350 -0.595
H39 4.024 -6.614 -0.749
C33 1.672 5.556 -0.086
C34 2.986 0.796 1.789
H40 0.040 6.728 0.673
H41 3.658 -0.571 -1.397
H42 -4.531 3.258 2.624
H43 -4.136 -1.981 -2.177
C35 -3.060 2.707 1.174
Ge2 -0.935 -1.172 0.072
C36 -0.861 2.252 -5.199
H44 3.133 0.973 4.425
C37 -0.563 -3.104 0.025
C38 -0.595 4.752 0.143
O3 2.171 1.346 -1.802
H45 -1.799 -1.530 -2.304
H46 -1.376 -3.815 -0.034
H47 0.109 1.955 2.725
O4 2.411 0.220 0.801
C39 -1.780 -0.691 1.878

***

9.
Here is a cluster of 3 separate species, C4H11NO2 in total from the OMol25 dataset. Energies are from the ωB97M-V functional and the def2-TZVPD basis.

E (Ha): -364.11163
Kohn-Sham gap (eV): 8.4
Strongest force on any atom (eV Å⁻¹): 8.297
LUMO energy (eV): -0.28

Geometry (Å):
H1 0.116 0.045 -0.788
H2 -0.245 2.819 1.469
H3 -1.968 -0.800 -1.995
H4 1.068 -2.373 0.418
H5 -2.838 0.770 -1.428
H6 2.591 -0.192 -1.329
H7 -0.011 1.290 2.320
H8 2.709 -1.359 0.695
C1 0.042 1.747 1.337
C2 -0.981 1.206 0.587
C3 -2.062 -0.146 -1.136
N1 -0.875 0.257 -0.453
O1 1.676 -1.055 -0.954
H9 -2.898 -0.421 -0.342
H10 2.646 -2.802 -0.429
H11 1.149 1.668 1.048
O2 -2.149 1.312 0.962
C4 2.029 -1.968 0.018

***

10.
Here is a cluster of 4 separate species, C12H37B4BrN3O10P in total from the OMol25 dataset. Energies are from the ωB97M-V functional and the def2-TZVPD basis.

Structure (SMILES): OB(O)B1OB(Br)OB(P(O)O)O1.COC[C@@H](C)N.COC[C@@H](C)N.COC[C@@H](C)N
E (Ha): -4411.22246
Kohn-Sham gap (eV): 9.1
Strongest force on any atom (eV Å⁻¹): 1.019
LUMO energy (eV): 0.10

Geometry (Å):
H1 1.561 -0.653 -0.175
H2 3.163 -3.126 -0.228
B1 -1.018 2.116 0.070
H3 2.854 -0.762 -4.440
B2 -1.116 4.424 0.154
C1 3.852 0.475 -5.864
N1 3.472 0.974 -3.510
H4 -4.246 1.362 0.114
O1 -0.666 -2.827 4.820
H5 -0.321 -3.418 6.793
H6 2.638 3.113 -6.227
C2 -2.766 -1.871 7.038
H7 -3.348 -2.795 7.003
C3 -0.457 -3.831 5.790
C4 -2.479 -1.340 5.638
O2 -0.551 2.126 -1.238
C5 1.588 2.812 -6.192
O3 -3.547 1.764 0.644
C6 0.888 -2.492 -1.926
O4 -2.516 5.464 2.182
H8 -3.450 5.640 2.343
H9 0.451 -4.367 5.513
O5 -0.796 3.246 0.827
H10 -3.329 -1.133 7.607
H11 -3.417 -0.949 5.232
H12 -1.383 1.551 2.542
C7 2.906 0.305 -4.681
H13 4.775 -0.074 -5.683
H14 1.113 0.305 -5.928
H15 2.910 0.759 -2.691
H16 1.370 2.186 -7.064
O6 2.283 -2.270 -1.918
H17 -0.896 -2.031 -0.892
Br1 -1.545 3.237 -3.635
H18 3.406 0.102 -6.787
O7 -2.601 6.685 0.149
N2 0.549 -0.691 -0.258
H19 3.383 1.977 -3.641
C8 -2.007 -2.410 4.647
O8 -1.875 0.764 2.279
H20 0.505 -1.887 -2.753
H21 -0.366 -2.746 1.320
H22 0.219 -4.029 0.252
H23 0.972 3.710 -6.239
H24 0.670 -3.543 -2.157
H25 -2.675 -3.283 4.673
C9 3.062 -3.279 -1.305
H26 0.319 -0.052 -1.012
O9 1.264 2.145 -4.990
C10 0.357 -2.985 0.542
H27 2.634 -4.270 -1.484
H28 -0.628 -0.583 5.946
C11 1.467 0.744 -4.985
H29 -1.292 -4.540 5.812
H30 1.350 -2.879 0.979
C12 0.171 -2.050 -0.647
H31 -1.456 0.207 4.812
O10 -0.706 4.489 -1.182
H32 0.820 0.368 -4.185
H33 -3.011 6.459 -0.692
H34 -2.052 -1.984 3.642
P1 -2.239 0.717 0.685
H35 4.120 1.522 -6.012
B3 -0.841 3.314 -1.868
B4 -2.153 5.605 0.880
N3 -1.550 -0.213 5.732
H36 4.054 -3.237 -1.752
H37 -1.844 -2.068 7.585

***

11.
Here is a cluster of 2 separate species, C7H14O in total from the OMol25 dataset. Energies are from the ωB97M-V functional and the def2-TZVPD basis.

Structure (SMILES): C/C=C/C=C/CC.O
E (Ha): -350.28471
Kohn-Sham gap (eV): 9.7
Strongest force on any atom (eV Å⁻¹): 1.795
LUMO energy (eV): 0.87

Geometry (Å):
H1 0.053 -4.957 0.172
H2 5.561 4.065 -0.315
H3 0.727 -2.676 1.066
C1 0.587 -2.821 -0.024
H4 1.518 -2.925 -0.600
C2 -2.299 2.737 0.273
H5 -1.717 1.075 1.726
C3 -1.703 1.416 0.695
H6 -3.083 2.741 -0.498
H7 -0.948 -1.724 -1.219
H8 -1.264 -3.841 0.111
C4 -0.107 -0.410 0.130
C5 -0.910 0.798 -0.196
H9 4.061 4.421 -0.051
O1 4.865 4.053 0.325
C6 -0.231 -1.618 -0.418
C7 -0.288 -4.052 -0.321
H10 -0.761 1.262 -1.183
H11 0.633 -0.077 0.870
H12 -2.697 3.336 1.085
H13 -1.540 3.341 -0.241
H14 -0.455 -4.146 -1.389

***

Question: Look up the E of the fifth one.
Answer: -533.83652 Ha

***

Question: The highest strongest force on any atom belongs to which entry?
Answer: C4H11NO2

***

What did the fifth record say?
Here is an isolated molecule of C3H5OP from the OMol25 dataset. Energies are from the ωB97M-V functional and the def2-TZVPD basis.

Structure (SMILES): O=PC1CC1
E (Ha): -533.83652
Kohn-Sham gap (eV): 9.1
Strongest force on any atom (eV Å⁻¹): 2.929
LUMO energy (eV): -0.27

Geometry (Å):
H1 0.828 0.526 -1.366
P1 -1.452 -1.294 -1.766
C1 -1.099 -0.145 -0.339
H2 0.671 -1.673 -0.245
C2 0.263 0.531 -0.488
H3 -1.729 0.581 0.149
H4 0.532 -0.615 1.455
H5 0.326 1.435 0.007
C3 0.246 -0.749 0.311
O1 -2.852 -1.671 -1.757